Entry 1:
Computed, not measured: a molecular structure, C31H52NOSi4Ti, with wB97M-V/def2-TZVPD.

HOMO-LUMO gap (spin up / spin down) in hartree: 0.167 / 0.209
ΔE to the lowest compared entry with this formula, charge and spin in eV: 1.9763
Energy in Eh: -3349.92911
Molar mass in g mol⁻¹: 614.97

Geometry as ORCA input:
```
! RIJCOSX wB97M-V def2-TZVPD def2/J DEFGRID3
* xyz -1 3
C 2.454 -0.752 0.164
C 2.476 -1.467 -1.067
C 2.001 -0.606 -2.087
H 2.874 -2.465 -1.216
C 1.665 0.653 -1.500
C 1.965 0.576 -0.111
H 1.307 1.539 -2.013
C -0.832 -2.657 0.732
C 0.387 -3.127 0.131
C 0.231 -3.053 -1.290
H 1.255 -3.508 0.669
C -1.052 -2.477 -1.560
C -1.728 -2.261 -0.312
H 1.993 -0.822 -3.152
H 1.897 1.398 0.594
H 2.811 -1.103 1.123
H -2.751 -1.894 -0.197
H 0.884 -3.443 -2.071
H -1.048 -2.611 1.795
Ti 0.237 -0.932 -0.412
C -1.472 -1.886 -2.885
C -3.006 -1.851 -2.928
C -0.885 -2.721 -4.033
H -3.381 -2.852 -2.667
H -3.392 -1.581 -3.920
H -3.381 -1.130 -2.194
H -1.191 -3.771 -3.926
H 0.215 -2.711 -4.059
H -1.240 -2.353 -5.005
C -0.826 -0.472 -2.863
C -1.703 0.713 -3.179
H 0.068 -0.448 -3.479
H -0.562 -0.150 -1.790
O -2.382 1.117 -2.224
N -1.580 1.287 -4.447
C -0.366 2.138 -4.642
H -2.430 1.821 -4.639
C 0.911 1.389 -4.972
C 2.157 1.982 -4.716
H 2.177 2.969 -4.247
C 3.353 1.337 -5.056
H 4.307 1.825 -4.839
C 3.316 0.080 -5.667
H 4.248 -0.414 -5.950
C 2.081 -0.527 -5.928
H 2.036 -1.511 -6.405
C 0.885 0.143 -5.614
H -0.081 -0.292 -5.886
H -0.193 2.730 -3.725
H -0.599 2.855 -5.446
C -3.537 -0.084 2.620
Si -2.046 -0.297 3.752
C -2.303 0.716 5.326
C -1.921 -2.076 4.373
Si -0.251 0.301 2.357
Si -0.427 2.653 2.233
C -1.315 3.479 3.680
C 1.234 3.550 2.144
C -1.419 2.877 0.640
Si 1.527 -0.269 3.805
C 1.182 0.097 5.625
C 1.784 -2.128 3.564
C 3.129 0.647 3.399
H -4.427 -0.401 3.183
H -3.462 -0.700 1.714
H -3.679 0.961 2.313
H -3.007 0.145 5.950
H -1.386 0.862 5.909
H -2.750 1.697 5.127
H -2.130 -2.800 3.577
H -0.951 -2.317 4.824
H -2.690 -2.195 5.151
H -0.918 3.158 4.652
H -1.155 4.564 3.597
H -2.397 3.294 3.669
H 1.781 3.347 1.216
H 1.019 4.629 2.178
H 1.885 3.315 2.996
H -0.859 2.575 -0.255
H -2.359 2.308 0.640
H -1.667 3.946 0.547
H 0.456 -0.595 6.071
H 2.134 -0.016 6.166
H 0.827 1.124 5.783
H 1.914 -2.404 2.510
H 2.699 -2.416 4.104
H 0.957 -2.725 3.966
H 3.362 0.669 2.329
H 3.107 1.679 3.771
H 3.952 0.125 3.911
*
```

Entry 2:
Computed, not measured: 2 unconnected molecules or ions with the total composition C11H24BF3N2O4, with wB97M-V/def2-TZVPD.

HOMO-LUMO gap in hartree: 0.347
ΔE to the lowest compared entry with this formula, charge and spin in eV: 0.0000
Energy in Eh: -1168.50591
Molar mass in g mol⁻¹: 316.13

Geometry as ORCA input:
```
! RIJCOSX wB97M-V def2-TZVPD def2/J DEFGRID3
* xyz 0 1
C 0.761 -0.950 1.790
C 0.977 -0.761 0.280
C 0.518 0.603 -0.291
O 0.230 1.590 0.688
C -1.142 1.678 1.009
C -1.334 2.465 2.313
N -0.162 2.269 3.186
B -2.638 2.037 3.120
O -2.489 1.749 4.467
N -3.962 1.968 2.584
C -4.178 2.467 1.229
C -4.644 0.689 2.781
H 0.394 -1.960 1.981
H 0.044 -0.259 2.214
H 1.698 -0.865 2.334
H 0.435 -1.538 -0.256
H 2.036 -0.858 0.070
H 1.317 1.018 -0.904
H -0.352 0.483 -0.943
H -1.605 0.683 1.051
H -1.650 2.211 0.199
H -1.428 3.525 2.028
H -0.310 2.774 4.051
H 0.657 2.671 2.748
H -1.909 1.002 4.641
H -3.652 3.405 1.078
H -3.865 1.749 0.464
H -5.245 2.633 1.071
H -4.588 0.403 3.828
H -5.701 0.790 2.533
H -4.211 -0.102 2.162
C 2.804 -4.361 -4.356
C 2.266 -2.973 -4.619
O 2.704 -2.043 -3.604
C 3.914 -1.532 -3.767
O 4.682 -1.747 -4.656
C 4.207 -0.536 -2.625
F 3.834 -1.033 -1.443
F 3.528 0.600 -2.833
F 5.499 -0.250 -2.576
H 2.522 -4.696 -3.358
H 2.399 -5.060 -5.086
H 3.891 -4.379 -4.428
H 1.180 -2.954 -4.560
H 2.565 -2.604 -5.599
*
```

Entry 3:
Computed, not measured: 6 unconnected molecules or ions with the total composition C76H54BFNO13P, with wB97M-V/def2-TZVPD.

HOMO-LUMO gap in hartree: 0.281
Energy in Eh: -4427.30266
Molar mass in g mol⁻¹: 1250.05

Geometry as ORCA input:
```
! RIJCOSX wB97M-V def2-TZVPD def2/J DEFGRID3
* xyz 0 1
C 2.902 3.700 -0.854
C 2.224 2.371 -1.074
P 1.709 1.854 -2.867
O 3.242 2.408 -3.499
N 3.248 1.976 -4.800
O 2.954 2.889 -5.557
B 2.205 0.083 -3.411
O 1.433 -0.769 -4.377
C 3.600 -0.583 -2.827
C 3.474 -1.231 -1.326
C -0.050 1.342 -2.327
C -0.117 0.075 -1.289
F -0.892 1.042 -3.515
H 3.887 3.742 -0.197
H 2.429 4.676 -1.343
H 2.031 1.638 -0.166
H 1.076 2.853 -3.740
H 2.174 -1.288 -4.851
H 4.476 0.225 -2.776
H 3.980 -1.409 -3.574
H 3.002 -0.528 -0.517
H 2.963 -2.302 -1.368
H 4.590 -1.441 -0.961
H -0.522 2.278 -1.776
H 0.864 -0.128 -0.684
H -0.958 0.341 -0.485
H -0.534 -0.867 -1.868
O 7.508 -3.345 -2.790
C 8.345 -3.035 -3.628
C 8.201 -1.784 -4.401
C 7.110 -0.940 -4.157
C 6.988 0.263 -4.855
C 7.953 0.626 -5.795
C 9.031 -0.223 -6.052
C 9.152 -1.433 -5.359
C 10.286 -2.333 -5.650
O 11.091 -2.050 -6.530
C 10.441 -3.572 -4.864
C 11.533 -4.415 -5.108
C 11.706 -5.572 -4.347
C 10.792 -5.890 -3.343
C 9.695 -5.059 -3.108
C 9.516 -3.900 -3.874
H 6.356 -1.213 -3.421
H 6.143 0.920 -4.661
H 7.865 1.569 -6.330
H 9.777 0.064 -6.791
H 12.253 -4.171 -5.887
H 12.557 -6.223 -4.535
H 10.933 -6.787 -2.743
H 8.984 -5.316 -2.324
O -3.096 1.310 1.632
C -3.993 0.866 2.338
C -3.761 0.620 3.776
C -2.512 0.916 4.337
C -2.297 0.724 5.703
C -3.325 0.238 6.510
C -4.565 -0.075 5.950
C -4.781 0.111 4.579
C -6.090 -0.239 3.991
O -6.968 -0.737 4.686
C -6.328 0.026 2.559
C -7.579 -0.269 1.999
C -7.825 0.009 0.654
C -6.827 0.581 -0.135
C -5.575 0.862 0.418
C -5.324 0.579 1.766
H -1.706 1.301 3.714
H -1.328 0.958 6.138
H -3.162 0.100 7.577
H -5.361 -0.458 6.585
H -8.364 -0.711 2.610
H -8.797 -0.217 0.222
H -7.022 0.806 -1.181
H -4.800 1.306 -0.206
O 13.591 -5.597 -11.078
C 12.448 -5.981 -10.863
C 12.064 -7.380 -11.137
C 13.021 -8.279 -11.626
C 12.676 -9.613 -11.849
C 11.380 -10.053 -11.584
C 10.420 -9.155 -11.113
C 10.762 -7.815 -10.895
C 9.736 -6.869 -10.413
O 8.578 -7.238 -10.253
C 10.124 -5.475 -10.121
C 9.166 -4.578 -9.629
C 9.532 -3.267 -9.318
C 10.850 -2.849 -9.496
C 11.803 -3.738 -9.999
C 11.438 -5.052 -10.318
H 14.036 -7.944 -11.830
H 13.421 -10.310 -12.225
H 11.114 -11.095 -11.746
H 9.409 -9.505 -10.913
H 8.136 -4.898 -9.483
H 8.788 -2.573 -8.933
H 11.137 -1.831 -9.244
H 12.830 -3.403 -10.138
O -7.232 8.322 4.661
C -6.933 7.179 4.985
C -6.553 6.872 6.379
C -6.554 7.893 7.339
C -6.235 7.603 8.666
C -5.915 6.297 9.039
C -5.896 5.283 8.080
C -6.209 5.572 6.747
C -6.169 4.496 5.736
O -5.814 3.365 6.049
C -6.568 4.798 4.348
C -6.568 3.776 3.389
C -6.976 4.045 2.082
C -7.385 5.331 1.729
C -7.372 6.354 2.679
C -6.957 6.088 3.990
H -6.808 8.913 7.057
H -6.241 8.395 9.411
H -5.679 6.069 10.075
H -5.640 4.267 8.377
H -6.255 2.769 3.659
H -6.979 3.249 1.340
H -7.712 5.538 0.712
H -7.690 7.356 2.394
O -9.845 4.082 10.257
C -10.423 3.112 9.784
C -9.885 2.429 8.590
C -8.693 2.882 8.010
C -8.156 2.217 6.907
C -8.805 1.100 6.381
C -10.002 0.657 6.946
C -10.546 1.327 8.049
C -11.822 0.862 8.630
O -12.431 -0.072 8.121
C -12.350 1.532 9.834
C -13.541 1.076 10.415
C -14.030 1.682 11.573
C -13.334 2.741 12.154
C -12.154 3.207 11.569
C -11.664 2.604 10.403
H -8.178 3.750 8.419
H -7.228 2.568 6.460
H -8.381 0.574 5.529
H -10.506 -0.212 6.528
H -14.088 0.247 9.969
H -14.953 1.324 12.024
H -13.710 3.207 13.062
H -11.618 4.036 12.028
*
```